No. 1
{"formula": "C43H54IN7O3Si2", "method": "the ωB97M-V functional and the def2-TZVPD basis", "orbital_gap_ev": 9.75, "multiplicity": 1, "e_homo_ev": -9.38, "total_energy_ha": -3156.6190, "species": ["C", "Si", "O", "Si", "C", "C", "C", "I", "C", "C", "O", "C", "C", "O", "H", "H", "H", "H", "H", "H", "H", "H", "H", "H", "H", "H", "H", "H", "H", "H", "H", "H", "H", "N", "C", "C", "C", "C", "C", "H", "H", "H", "H", "H", "N", "C", "C", "C", "C", "C", "H", "H", "H", "H", "H", "N", "C", "C", "C", "C", "C", "H", "H", "H", "H", "H", "N", "C", "C", "C", "C", "C", "H", "H", "H", "H", "H", "N", "C", "C", "C", "C", "C", "H", "H", "H", "H", "H", "N", "C", "C", "C", "C", "C", "H", "H", "H", "H", "H", "N", "C", "C", "C", "C", "C", "H", "H", "H", "H", "H"], "positions_angstrom": [[2.90, 1.71, 1.60], [2.67, 0.67, 0.01], [1.46, -0.56, 0.13], [-0.07, 0.09, 0.68], [-1.03, 0.77, -0.84], [-0.97, 2.38, -0.75], [-2.42, 3.05, -0.54], [-3.19, 3.75, -2.49], [-1.04, -1.23, 1.66], [-2.33, -0.63, 2.43], [-2.01, 0.02, 3.67], [-1.92, 1.41, 3.57], [-0.92, 2.12, 4.61], [-2.54, 2.14, 2.80], [3.78, 2.42, 1.42], [3.13, 1.08, 2.52], [2.01, 2.38, 1.84], [2.51, 1.57, -1.14], [3.95, -0.04, -0.22], [0.14, 1.22, 1.61], [-2.13, 0.49, -0.65], [-0.67, 0.35, -1.83], [-0.33, 2.76, 0.11], [-0.50, 2.74, -1.73], [-3.15, 2.34, -0.05], [-2.25, 3.96, 0.10], [-1.49, -1.94, 0.88], [-0.40, -1.89, 2.33], [-2.96, -0.04, 1.71], [-2.95, -1.55, 2.70], [0.11, 2.27, 4.18], [-1.39, 3.15, 4.79], [-0.93, 1.60, 5.62], [2.13, 6.42, -1.53], [0.92, 5.84, -1.39], [-0.26, 6.43, -1.80], [-0.20, 7.69, -2.39], [1.03, 8.30, -2.54], [2.16, 7.63, -2.10], [0.93, 4.86, -0.92], [-1.21, 5.92, -1.66], [-1.11, 8.18, -2.72], [1.11, 9.28, -3.00], [3.14, 8.07, -2.21], [2.14, 0.06, -4.31], [2.32, -0.48, -5.52], [2.12, -1.82, -5.81], [1.71, -2.66, -4.78], [1.52, -2.13, -3.52], [1.74, -0.77, -3.33], [2.64, 0.21, -6.29], [2.28, -2.20, -6.81], [1.55, -3.72, -4.97], [1.20, -2.75, -2.69], [1.60, -0.31, -2.36], [-3.68, -4.29, 2.27], [-4.75, -4.89, 1.73], [-5.83, -5.36, 2.47], [-5.79, -5.20, 3.85], [-4.69, -4.59, 4.43], [-3.67, -4.15, 3.60], [-4.74, -4.99, 0.65], [-6.67, -5.84, 1.99], [-6.61, -5.56, 4.47], [-4.63, -4.45, 5.50], [-2.79, -3.65, 4.00], [7.36, 7.47, -0.23], [8.00, 6.39, 0.23], [7.38, 5.18, 0.51], [6.01, 5.09, 0.29], [5.32, 6.19, -0.18], [6.04, 7.36, -0.43], [9.07, 6.52, 0.39], [7.95, 4.34, 0.88], [5.49, 4.16, 0.50], [4.25, 6.16, -0.36], [5.54, 8.25, -0.80], [0.62, 1.38, -7.55], [-0.30, 1.36, -6.57], [-1.65, 1.61, -6.77], [-2.08, 1.90, -8.05], [-1.15, 1.93, -9.08], [0.17, 1.66, -8.78], [0.09, 1.13, -5.58], [-2.34, 1.57, -5.94], [-3.12, 2.10, -8.25], [-1.45, 2.16, -10.10], [0.93, 1.67, -9.56], [0.60, -2.94, 4.49], [1.67, -3.59, 4.98], [2.22, -3.35, 6.23], [1.63, -2.38, 7.03], [0.53, -1.69, 6.55], [0.06, -2.00, 5.28], [2.09, -4.34, 4.32], [3.08, -3.91, 6.57], [2.03, -2.16, 8.01], [0.05, -0.92, 7.14], [-0.81, -1.49, 4.87], [-3.61, -11.03, 1.86], [-2.57, -10.68, 1.07], [-2.24, -9.37, 0.77], [-3.02, -8.36, 1.30], [-4.10, -8.68, 2.11], [-4.34, -10.03, 2.36], [-2.00, -11.51, 0.68], [-1.40, -9.15, 0.13], [-2.80, -7.32, 1.08], [-4.73, -7.92, 2.54], [-5.17, -10.33, 3.00]]}



No. 2
{"formula": "C43H55AsCl2MnNO8PS4Si3", "method": "the ωB97M-V functional and the def2-TZVPD basis", "orbital_gap_ev": [4.70, 4.84], "multiplicity": 6, "e_homo_ev": [-1.10, -1.18], "total_charge": -2, "de_lowest_ev": 0.890, "total_energy_ha": -9437.9305, "species": ["Mn", "O", "S", "O", "O", "C", "C", "C", "C", "C", "C", "P", "C", "C", "C", "C", "C", "C", "C", "C", "C", "C", "C", "C", "H", "H", "H", "H", "H", "H", "H", "H", "H", "H", "H", "H", "H", "H", "Cl", "C", "Cl", "H", "H", "O", "S", "O", "O", "O", "S", "C", "N", "C", "C", "C", "C", "H", "H", "H", "H", "H", "C", "C", "O", "S", "C", "C", "C", "C", "C", "C", "C", "C", "H", "H", "H", "H", "H", "H", "H", "C", "Si", "C", "C", "As", "Si", "C", "C", "C", "Si", "C", "C", "C", "H", "H", "H", "H", "H", "H", "H", "H", "H", "H", "H", "H", "H", "H", "H", "H", "H", "H", "H", "H", "H", "H", "H", "H", "H", "H", "H"], "positions_angstrom": [[-0.35, -0.29, 0.92], [3.93, -1.11, 0.20], [2.87, -0.46, -0.54], [3.30, 0.73, -1.33], [1.71, -0.03, 0.30], [2.26, -1.68, -1.68], [3.03, -1.87, -2.84], [2.62, -2.84, -3.76], [1.44, -3.56, -3.53], [0.69, -3.36, -2.36], [1.11, -2.41, -1.41], [0.38, -2.35, 0.24], [-1.03, -3.34, 0.32], [-1.14, -4.17, 1.43], [-2.28, -4.51, 2.16], [-3.65, -4.16, 1.78], [-3.65, -2.93, 0.01], [-2.17, -2.50, -0.17], [1.74, -3.17, 1.08], [2.48, -2.61, 2.13], [3.56, -3.32, 2.65], [3.92, -4.57, 2.15], [3.19, -5.12, 1.10], [2.08, -4.42, 0.57], [3.91, -1.25, -3.02], [3.20, -3.01, -4.67], [1.07, -4.25, -4.29], [-0.23, -3.94, -2.22], [-0.23, -4.65, 1.84], [-2.09, -5.09, 3.07], [-4.39, -4.60, 2.47], [-4.28, -2.38, -0.69], [-1.97, -2.02, -1.13], [2.26, -1.61, 2.50], [4.10, -2.89, 3.50], [4.77, -5.10, 2.59], [3.46, -6.08, 0.67], [1.48, -4.86, -0.24], [-5.56, 0.52, -0.07], [-4.24, 1.70, -0.17], [-3.16, 1.61, 1.23], [-4.65, 2.72, -0.17], [-3.66, 1.54, -1.07], [0.40, -0.69, 2.69], [0.60, 0.87, 2.94], [2.00, 1.25, 2.66], [-0.34, 1.46, 1.80], [0.07, 1.19, 4.22], [-1.17, 0.65, -1.14], [-0.35, 0.12, -2.54], [0.88, 0.62, -2.85], [1.53, 0.40, -4.04], [0.94, -0.42, -4.98], [-0.29, -1.02, -4.69], [-0.96, -0.75, -3.50], [1.39, 1.04, -2.07], [2.52, 0.85, -4.18], [1.48, -0.62, -5.91], [-0.75, -1.75, -5.38], [-1.95, -1.18, -3.28], [-7.61, -2.19, -1.65], [-8.42, -3.50, -1.51], [-9.36, -3.81, -2.23], [-7.97, -4.62, -0.18], [-6.42, -4.07, 0.40], [-5.32, -4.74, -0.08], [-3.91, -4.40, 0.25], [-3.91, -2.60, 1.51], [-5.34, -2.27, 1.86], [-6.41, -2.94, 1.34], [-2.91, -1.54, 1.89], [-2.02, -1.36, 0.99], [-7.58, -1.94, -2.71], [-6.59, -2.23, -1.25], [-8.16, -1.37, -1.17], [-5.56, -5.60, -0.73], [-3.24, -5.10, -0.26], [-5.53, -1.43, 2.53], [-7.43, -2.62, 1.62], [1.61, 3.80, 4.18], [0.90, 4.11, 2.46], [1.24, 5.95, 2.08], [-0.98, 4.06, 2.60], [1.78, 2.79, 0.64], [4.16, 2.87, 1.05], [4.69, 4.38, 2.06], [4.83, 1.37, 1.94], [5.15, 3.11, -0.54], [1.58, 4.42, -1.23], [2.02, 6.27, -1.30], [-0.30, 4.32, -1.51], [2.45, 3.66, -2.73], [1.24, 4.65, 4.77], [2.70, 3.79, 4.21], [1.24, 2.86, 4.60], [1.09, 6.43, 3.06], [0.50, 6.37, 1.38], [2.26, 6.18, 1.73], [-1.20, 5.07, 3.00], [-1.30, 3.29, 3.31], [-1.50, 3.93, 1.65], [4.19, 4.49, 3.04], [4.57, 5.32, 1.50], [5.76, 4.24, 2.25], [4.40, 1.27, 2.95], [5.90, 1.61, 2.04], [4.71, 0.42, 1.40], [4.94, 4.07, -1.03], [4.99, 2.30, -1.27], [6.21, 3.14, -0.22], [1.22, 6.86, -0.83], [2.07, 6.52, -2.37], [2.97, 6.55, -0.84], [-0.86, 4.86, -0.74], [-0.69, 3.29, -1.55], [-0.50, 4.82, -2.48], [3.19, 4.36, -3.13], [1.67, 3.52, -3.50], [2.95, 2.71, -2.52]]}